Record 1
DFT (ωB97M-V/def2-TZVPD) results for 7 unconnected molecules or ions with the total composition H14O6S.

Last column: Löwdin charge in e.
Geometry (Å):
O  0.3712  0.2320  -2.6460  -0.052
H  0.7734  -0.4890  -2.1392  0.019
H  0.3292  -0.0368  -3.5649  0.049
O  0.6177  -1.4670  2.7427  -0.056
H  -0.1857  -0.9532  2.5707  0.015
H  0.2747  -2.2783  3.1383  0.047
O  -0.0504  1.0591  0.2386  -0.063
H  0.4930  1.8074  0.5285  0.064
H  0.0861  1.0392  -0.7277  0.028
O  -2.1177  0.3661  1.9308  -0.077
H  -2.2914  1.1956  2.4077  0.057
H  -1.4518  0.5977  1.2515  -0.014
O  0.7629  -1.7024  -0.3592  -0.069
H  0.0174  -1.0911  -0.4191  -0.024
H  0.8901  -2.0587  0.5229  0.019
O  -2.2054  -1.0299  -0.6692  -0.047
H  -2.6897  -0.9203  -1.4962  0.052
H  -2.6895  -0.4770  -0.0411  0.022
S  3.5343  2.2694  -0.7763  0.490
H  2.7774  2.7606  -1.7638  -0.220
H  2.7542  1.1765  -0.7288  -0.241

Properties
- Energy above the lowest of the compared OMol25 structures with the same formula, charge and spin: 12.41 kcal/mol
- HOMO level: -9.84 eV
- Structure (SMILES): O.O.O.O.O.O.S
- E: -858.01926 hartree



Record 2
DFT (ωB97M-V/def2-TZVPD) results for 7 unconnected molecules or ions with the total composition H14O7.

Last column: Löwdin charge in e.
Geometry (Å):
O  -0.4584  -0.6806  -0.7615  0.369
H  -0.5704  -1.1307  -0.0243  0.019
H  0.1680  -0.0171  -0.5909  0.046
H  -1.2112  -0.1699  -0.9430  0.079
O  1.5477  1.0422  -0.2779  -0.378
H  1.8570  1.2951  0.5834  -0.060
O  2.1462  -0.6961  1.6005  -0.181
H  2.1258  -0.1542  0.7410  -0.024
H  3.0016  -0.2895  2.0487  0.090
O  1.8648  1.2377  -2.9047  -0.098
H  2.0119  1.2763  -1.9516  -0.045
H  2.7507  1.2856  -3.2668  0.014
O  -1.0163  -2.0448  1.6273  -0.001
H  -1.2023  -3.0378  1.4627  0.125
H  -0.5266  -2.1108  2.3514  -0.034
O  -3.0708  -0.0848  -1.1639  -0.124
H  -3.7595  -0.3625  -1.9624  0.151
H  -3.9843  0.1538  -0.7932  0.083
O  -0.8686  1.5589  1.1035  -0.041
H  0.0559  1.3415  1.0687  -0.023
H  -0.8613  1.5877  2.0531  0.033

Properties
- Energy above the lowest of the compared OMol25 structures with the same formula, charge and spin: 120.12 kcal/mol
- HOMO level: -8.84 eV
- E: -534.93241 hartree



Record 3
DFT (ωB97M-V/def2-TZVPD) results for a molecular structure, H14O7.

Last column: Löwdin charge in e.
Geometry (Å):
O  2.4623  0.5656  -1.5849  -0.049
H  2.4943  0.9602  -2.4565  0.030
H  1.5349  0.3777  -1.4405  -0.011
O  -1.2636  1.0244  -0.0298  0.101
H  -2.2059  0.9924  -0.1951  0.163
H  -0.9626  1.7985  -0.5056  0.155
O  1.4176  -1.8389  -0.0619  -0.052
H  2.0581  -1.8094  -0.7727  0.021
H  1.1994  -0.9216  0.1027  -0.231
O  -0.9708  -0.9617  -0.2155  0.077
H  -1.3199  -0.0796  -0.0880  -0.139
H  -1.6523  -1.4208  -0.7064  0.167
O  0.3634  2.5229  1.1075  -0.029
H  -0.4303  1.9960  1.0138  -0.012
H  0.8561  2.0925  1.8063  0.055
O  -1.5250  -1.9139  1.5742  -0.047
H  -0.8669  -1.4520  1.0548  -0.056
H  -2.2719  -2.0114  0.9835  0.026
O  0.6573  0.0450  -0.1159  -0.010
H  -0.2080  -0.3408  -0.2524  -0.268
H  0.6339  0.3750  0.7824  0.108

Properties
- Energy above the lowest of the compared OMol25 structures with the same formula, charge and spin: 288.54 kcal/mol
- HOMO level: -8.88 eV
- E: -534.66403 hartree



Record 4
DFT (ωB97M-V/def2-TZVPD) results for 7 unconnected molecules or ions with the total composition H14O7.

Last column: Löwdin charge in e.
Geometry (Å):
O  -0.2311  -0.7134  -1.5132  -0.043
H  -0.7515  -1.4790  -1.7157  0.066
H  0.6522  -1.0578  -1.2898  0.025
O  -1.5752  -1.2481  0.8897  -0.051
H  -1.0628  -1.0549  0.1168  -0.028
H  -0.8555  -1.2463  1.5699  0.058
O  -1.8691  1.3716  0.3770  -0.071
H  -1.8476  0.4174  0.7035  0.039
H  -2.4718  1.8769  0.9227  0.069
O  -0.1934  1.9776  -1.9946  -0.063
H  -0.9874  2.1349  -1.4610  0.029
H  -0.2230  1.0204  -2.0563  -0.009
O  0.7023  1.6783  0.6203  -0.087
H  0.7402  1.6905  -0.3630  0.032
H  -0.2751  1.7419  0.7228  0.005
O  1.0760  -0.7757  1.7139  -0.083
H  1.0294  0.1151  1.2443  0.037
H  1.7703  -0.6216  2.3422  0.060
O  2.1370  -1.6337  -0.5235  -0.039
H  1.8067  -1.6822  0.3863  0.011
H  2.4294  -2.5122  -0.6922  0.045

Properties
- Energy above the lowest of the compared OMol25 structures with the same formula, charge and spin: 12.61 kcal/mol
- HOMO level: -10.93 eV
- Structure (SMILES): O.O.O.O.O.O.O
- E: -535.10375 hartree